No. 1
The following is a DFT calculation (ωB97M-V/def2-TZVPD) of a structure of composition C27H41NP2Ru at a distorted geometry.

Structure (XYZ):
```
72
Properties=species:S:1:pos:R:3
P -1.18868 2.06955 -1.54945
P 2.83130 -0.01776 -0.94592
C 0.56591 1.81168 -2.38973
C 1.68210 0.67704 -2.21808
H 1.01977 2.93849 -2.22464
H 0.54751 1.93524 -3.45914
H 1.19710 -0.27892 -2.45181
H 2.43568 0.98490 -2.93875
C 3.70613 1.38398 -0.24108
H 4.31674 0.95309 0.54256
H 3.02573 2.11892 0.32423
H 4.36100 1.89191 -0.96865
C 3.95032 -0.91247 -2.09671
H 4.75019 -0.23890 -2.47103
H 3.36666 -1.26608 -2.94663
H 4.38370 -1.79314 -1.61827
C -2.06014 3.50281 -0.83684
H -2.97488 3.13798 -0.38842
H -2.33748 4.30267 -1.52333
H -1.52871 4.02879 -0.04768
C -2.13140 1.66174 -3.04528
H -1.59740 0.85374 -3.59495
H -2.26966 2.48021 -3.78129
H -3.12637 1.31435 -2.69654
Ru 1.77941 2.78187 -0.83630
C 2.65831 3.38877 -3.49705
C 2.70615 3.86788 -2.17440
C 2.58160 5.34647 -1.91960
C 1.22674 5.89564 -2.34957
C 0.18094 4.86359 -2.41375
C -0.21771 4.23220 -3.54229
C 0.55563 4.19176 -4.80357
C 2.11240 4.09951 -4.64609
C -1.49758 0.75742 -0.35804
H 3.11549 2.43359 -3.72849
H 3.27635 3.33170 -1.38391
H 3.37060 5.92056 -2.41850
H 2.67222 5.45474 -0.83393
H 0.91583 6.62254 -1.57470
H 1.31248 6.39746 -3.31533
H -0.40802 4.77830 -1.52125
H -1.26899 3.95364 -3.68425
H 0.33971 5.07132 -5.44239
H 0.21798 3.30684 -5.36990
H 2.42797 3.51886 -5.54150
H 2.50994 5.11522 -4.73352
H -0.76292 0.02104 -0.54770
H -2.46691 0.19667 -0.34604
H -1.37207 1.18322 0.62528
C 4.45067 -3.04126 0.87114
C 4.47112 -1.84325 1.59988
C 3.36335 -1.02997 1.58172
C 2.22056 -1.38199 0.75294
C 2.25151 -2.61943 -0.00325
C 3.35270 -3.43852 0.09392
N 1.02446 -0.68283 1.01912
C 0.08853 -1.17238 1.86446
C -0.47719 -2.47512 1.72989
C -1.07591 -3.06189 2.82729
C -1.24425 -2.31959 4.00203
C -0.88042 -0.95900 4.07840
C -0.29297 -0.35344 2.98134
H 5.32370 -3.68316 0.92163
H 5.35425 -1.53325 2.18138
H 3.25824 -0.10793 2.16834
H 1.37285 -2.83297 -0.63016
H 3.35992 -4.39755 -0.44064
H -0.32275 -2.98693 0.77666
H -1.41153 -4.10002 2.73630
H -1.69839 -2.79303 4.86064
H -1.07676 -0.36811 4.98297
H 0.01570 0.70265 2.95433
```

Calculated values
- Expectation value of S²: 6.0971
- Net charge: +2
- Spin multiplicity: 5
- Frontier orbital gap (spin up / spin down): 6.4 / 5.2 eV
- Highest occupied orbital energy (spin up / spin down): -0.4397 / -0.4579 Eh
- Electronic energy: -1884.7290 a.u.

Here are the Löwdin charges for atoms 1 to 8, given in e: P 0.9332; P 1.0210; C -0.3575; C -0.3368; H -0.0202; H 0.0813; H 0.0835; H 0.0501

=====

No. 2
The following is a DFT calculation (ωB97M-V/def2-TZVPD) of the ion C27H42NO2 with charge +1 at a distorted geometry.

Structure (XYZ):
```
72
Properties=species:S:1:pos:R:3
C -1.30404 -3.18144 -1.72660
C -1.98093 -2.77735 -0.40611
C -2.26922 -1.27504 -0.43806
C -3.30424 -3.54478 -0.33404
C -0.99886 -3.16215 0.72348
C -1.18936 -2.67796 2.18200
C -2.51196 -3.17296 2.76998
C -0.06722 -3.33494 3.01227
C -1.01533 -1.17434 2.32885
C 0.15198 -0.55597 1.89588
C 0.38193 0.79974 2.06544
C -0.56769 1.58714 2.70215
O -0.47997 2.93718 2.92847
C 0.75074 3.61283 2.80111
C 0.85301 4.43398 1.50687
O 1.00223 3.65307 0.33057
C -0.20804 3.21910 -0.25424
C 0.08101 2.04043 -1.18030
N 0.71664 2.36157 -2.48914
C 1.90855 3.20588 -2.30354
C -0.23924 3.06016 -3.36588
C 1.10705 1.07096 -3.16121
C 2.19195 0.29736 -2.45736
C 1.87249 -0.66884 -1.50851
C 2.87029 -1.40170 -0.89030
C 4.19855 -1.17690 -1.20951
C 4.52539 -0.22639 -2.16204
C 3.52868 0.50259 -2.78620
C -1.74583 0.98602 3.13709
C -1.95825 -0.36468 2.95799
H -1.94150 -2.93637 -2.57361
H -0.34838 -2.67797 -1.86162
H -1.12131 -4.25281 -1.74360
H -1.34268 -0.70297 -0.44993
H -2.84964 -1.02807 -1.32600
H -2.83657 -0.96788 0.43507
H -3.12505 -4.60698 -0.19038
H -3.85330 -3.41959 -1.26530
H -3.93856 -3.19046 0.47005
H -0.00640 -2.83393 0.40558
H -0.96728 -4.25362 0.75707
H -2.51811 -3.03327 3.84879
H -3.36829 -2.65456 2.35203
H -2.62519 -4.23518 2.56963
H 0.91649 -3.11470 2.60595
H -0.19475 -4.41459 3.02926
H -0.09878 -2.97042 4.03643
H 0.92689 -1.13581 1.41777
H 1.31366 1.21927 1.71252
H 1.59734 2.92578 2.88015
H 0.79505 4.31743 3.63819
H -0.02309 5.08573 1.41841
H 1.75400 5.04917 1.56147
H -0.69814 4.05563 -0.77527
H -0.90359 2.85730 0.51047
H -0.85288 1.51239 -1.38114
H 0.75748 1.37556 -0.63909
H 2.60249 2.72136 -1.62073
H 2.39699 3.37062 -3.26182
H 1.62912 4.16389 -1.87428
H 0.22608 3.28343 -4.32445
H -1.11756 2.44040 -3.53859
H -0.55464 3.99709 -2.91277
H 1.44296 1.32172 -4.16972
H 0.20703 0.45665 -3.23801
H 0.83833 -0.86814 -1.26749
H 2.61156 -2.15996 -0.16743
H 4.97477 -1.75058 -0.72860
H 5.55696 -0.05876 -2.42845
H 3.79626 1.22132 -3.54678
H -2.48024 1.59986 3.63376
H -2.87783 -0.78058 3.33334
```

Calculated values
- Net charge: +1
- Frontier orbital gap: 8.5 eV
- Structure (SMILES): CC(C)(C)CC(C)(C)c1ccc(OCCOCC[N+](C)(C)Cc2ccccc2)cc1
- Highest occupied orbital energy: -0.3925 Eh
- Electronic energy: -1259.0188 a.u.

Here are the Löwdin charges for atoms 1 to 8, given in e: C -0.0540; C -0.5709; C -0.0394; C -0.0480; C -0.1063; C -0.4776; C -0.0461; C -0.0341

=====

No. 3
The following is a DFT calculation (ωB97M-V/def2-TZVPD) of a cluster of 9 separate species, C27H42O27 in total at a distorted geometry.

Structure (XYZ):
```
96
Properties=species:S:1:pos:R:3
C -9.72018 -3.52848 10.45923
O -9.86060 -3.82410 11.81591
C -9.10668 -4.75673 12.41879
O -8.15323 -5.39616 11.92200
O -9.53668 -4.95420 13.67377
C -8.83760 -5.85665 14.51266
H -8.74493 -3.13001 10.17957
H -10.44141 -2.79184 10.10528
H -9.83218 -4.43025 9.85726
H -8.06844 -6.47095 14.04454
H -9.49600 -6.59793 14.96556
H -8.42442 -5.34169 15.37996
C -10.63292 -7.08641 1.92079
O -9.28890 -7.35589 2.39995
C -8.90766 -6.61323 3.46142
O -9.59201 -5.72406 3.94784
O -7.77367 -7.11743 3.90356
C -7.16876 -6.65678 5.03738
H -10.73579 -6.10632 1.45502
H -11.33091 -7.08817 2.75799
H -11.01473 -7.72652 1.12544
H -7.53705 -7.29053 5.84412
H -7.48522 -5.63389 5.24149
H -6.08312 -6.56722 4.99898
C 1.82705 -8.12440 5.50090
O 1.34339 -7.62686 4.31221
C 0.06893 -7.20420 4.22060
O -0.79014 -7.08017 5.10374
O -0.23632 -6.99008 2.90686
C -1.47230 -6.45853 2.39190
H 1.47503 -7.52523 6.34064
H 2.90326 -8.15949 5.67009
H 1.52795 -9.16963 5.57925
H -1.44050 -6.56523 1.30760
H -1.61784 -5.47280 2.83377
H -2.34329 -7.05149 2.67097
O -14.15239 -4.60677 7.03563
C -14.25085 -3.81712 6.05182
O -13.97126 -2.55508 6.11255
C -14.04388 -1.91439 4.82830
C -14.08539 -3.09129 3.94218
O -14.41854 -4.14493 4.79257
H -14.83742 -1.18066 4.68677
H -13.07327 -1.45534 4.64041
H -13.11781 -3.34501 3.50915
H -14.78897 -2.97225 3.11822
O -12.89890 -2.23285 -1.38408
C -13.89840 -2.28062 -2.09184
O -14.01785 -1.66633 -3.23053
C -15.13863 -2.05806 -3.92391
C -15.86086 -2.86677 -2.95187
O -14.94427 -3.12768 -1.94380
H -15.73913 -1.21110 -4.25582
H -14.87515 -2.66979 -4.78673
H -16.24649 -3.78367 -3.39761
H -16.74221 -2.33284 -2.59658
O -10.36458 -12.36927 6.67979
C -11.13783 -11.44294 6.89604
O -11.42673 -10.50489 5.98970
C -12.00639 -9.41185 6.57486
C -12.76164 -10.11577 7.80762
O -11.85321 -11.18249 8.03252
H -11.27901 -8.70838 6.98001
H -12.65946 -8.95106 5.83373
H -13.78547 -10.43073 7.60596
H -12.77879 -9.53454 8.72956
O -4.88878 -13.17933 1.66762
C -4.76290 -12.89719 2.85426
O -5.26070 -13.58485 3.87079
C -4.87625 -12.89243 5.08819
C -3.87314 -11.87544 4.62080
O -4.10241 -11.83338 3.25135
H -5.66102 -12.34928 5.61470
H -4.40516 -13.63668 5.73027
H -2.85636 -12.17292 4.87723
H -4.06122 -10.90364 5.07724
O -1.17691 -10.43568 9.37632
C -1.83643 -9.48080 9.74332
O -3.18974 -9.40153 9.81899
C -3.63595 -8.15597 10.34159
C -2.28570 -7.39896 10.59489
O -1.30803 -8.35547 10.29033
H -4.37544 -7.69709 9.68532
H -4.24273 -8.28340 11.23807
H -2.09914 -7.08770 11.62271
H -2.11692 -6.61297 9.85879
O -4.67116 0.37931 1.93632
C -5.87505 0.09019 1.99058
O -6.83714 0.57000 1.17798
C -8.08174 0.12155 1.67184
C -7.77830 -0.95500 2.63347
O -6.38648 -0.70451 2.90282
H -8.63088 0.94273 2.13249
H -8.58518 -0.17286 0.75099
H -7.89929 -1.93226 2.16612
H -8.44568 -0.88640 3.49254
```

Calculated values
- Net charge: 0
- Frontier orbital gap: 10.2 eV
- Structure (SMILES): COC(=O)OC.COC(=O)OC.COC(=O)OC.O=C1OCCO1.O=C1OCCO1.O=C1OCCO1.O=C1OCCO1.O=C1OCCO1.O=C1OCCO1
- Highest occupied orbital energy: -0.3812 Eh
- Electronic energy: -3085.4277 a.u.

Here are the Löwdin charges for atoms 1 to 8, given in e: C -0.0639; O 0.0071; C -0.5305; O 0.0677; O 0.0096; C -0.0545; H 0.0949; H 0.0970

=====

The lowest electronic energy belongs to which entry? C27H42O27

=====

Among the records above, which one has the highest electronic energy? C27H42NO2

=====

Look up the electronic energy of the first one. -1884.7290 a.u.

=====

Among the records above, which one has the highest electronic energy? C27H42NO2